18
Properties=species:S:1:pos:R:3:forces:R:3 method="wB97M-V/def2-TZVPD" e_above_lowest_kcal_mol=40.7 charge=0 homo_energy_ev=-11.381 e_lumo_ev=0.29 gap_ev=11.67 smiles=O.O.O.O.O.O
O -3.857991 -0.821260 5.352756 -0.06 -0.05 0.22
O -1.722741 4.792540 -1.226744 -0.16 0.12 -0.11
O 4.896149 0.373880 -3.301134 0.08 0.07 -0.19
O -0.006581 -0.513150 3.560896 -0.24 -0.06 -0.18
O 1.243709 -3.443540 -4.310564 0.10 0.21 0.06
O -1.018791 0.292060 -0.661394 -0.04 0.25 -0.07
H 0.827819 -0.956010 3.715426 0.20 -0.17 0.03
H 0.037059 0.276130 4.100676 -0.02 0.24 0.14
H -0.943301 -0.500830 -1.192304 0.01 -0.17 -0.19
H 5.461189 0.338220 -2.529324 0.18 0.01 0.16
H -1.129211 5.294310 -0.668024 0.13 0.16 0.11
H 4.036439 0.099460 -2.982054 -0.26 -0.08 0.01
H -0.821221 0.003890 0.229756 0.05 -0.05 0.31
H 0.417489 -3.598850 -4.768254 -0.21 0.00 -0.15
H -3.031071 -0.972090 4.894836 0.27 -0.09 -0.12
H -1.475751 3.879440 -1.080244 0.03 -0.32 -0.01
H -4.362011 -0.263240 4.760466 -0.17 0.13 -0.13
H 1.448819 -4.280960 -3.894764 0.10 -0.21 0.11

18
Properties=species:S:1:pos:R:3:forces:R:3 method="wB97M-V/def2-TZVPD" e_above_lowest_kcal_mol=36.1 charge=0 homo_energy_ev=-9.969 e_lumo_ev=-0.16 gap_ev=9.81 smiles=O.O.O.O.O.O
O -0.518244 0.213801 -0.066114 -0.29 -0.04 0.14
O -0.038074 2.470341 2.363766 0.24 0.18 0.12
O -0.274104 -2.078739 -2.015684 0.20 0.05 0.31
O 2.295906 -0.508269 -1.662654 0.38 0.06 -0.11
O -0.973934 1.719681 -2.185804 -0.33 0.40 -0.87
O 0.070066 -0.596299 2.480746 -0.06 -0.03 0.20
H -0.168344 1.563971 2.642616 -0.13 -0.21 -0.07
H -0.618814 0.030141 0.867906 0.13 0.15 0.28
H 2.562126 -0.599459 -0.747754 0.05 0.12 0.22
H -0.923364 2.821381 2.267426 -0.20 0.12 -0.06
H -0.166364 -1.506519 2.659136 -0.15 -0.26 0.07
H 1.705936 -1.246359 -1.815634 -0.38 -0.14 -0.17
H -0.868994 2.627461 -1.900924 0.10 0.16 0.00
H -1.133204 1.231531 -1.377994 0.21 -0.26 0.49
H -0.458444 -2.792959 -1.405634 -0.04 -0.33 0.12
H 0.645996 -0.351569 3.205066 0.31 0.08 0.19
H -0.447954 -0.649209 -0.474174 0.11 -0.15 -0.53
H -0.690194 -2.348919 -2.834284 -0.12 0.12 -0.32

18
Properties=species:S:1:pos:R:3:forces:R:3 method="wB97M-V/def2-TZVPD" e_above_lowest_kcal_mol=41.8 charge=0 homo_energy_ev=-11.419 e_lumo_ev=0.45 gap_ev=11.87 smiles=O.O.O.O.O.O
O 0.388759 -3.738147 2.087575 -0.21 0.17 -0.03
O 0.732009 5.543590 -0.076501 -0.05 0.10 0.20
O -0.834177 -0.436003 -1.019902 -0.20 0.05 -0.17
O 4.985683 1.571769 -0.155504 -0.24 0.02 0.03
O -3.006402 -2.257379 4.835844 -0.12 0.19 0.02
O -3.518995 0.495240 -5.762694 0.02 0.17 -0.17
H 5.700419 2.002208 0.313644 0.15 0.14 0.16
H 1.534247 5.075078 -0.307018 0.23 -0.13 -0.01
H 1.216091 -3.610893 2.551863 0.21 0.09 0.14
H 0.426082 -4.641737 1.773933 -0.04 -0.24 -0.10
H -0.070520 0.136366 -0.946065 0.17 0.18 0.03
H -0.562794 -1.253335 -0.602122 0.03 -0.24 0.16
H 5.422491 1.019413 -0.803832 0.08 -0.15 -0.19
H -2.359717 -2.642002 4.244152 0.20 -0.06 -0.23
H -3.970350 -0.335581 -5.911854 -0.12 -0.19 -0.07
H 0.217173 5.549366 -0.883434 -0.17 0.02 -0.18
H -3.186036 0.430157 -4.867639 0.11 0.02 0.26
H -3.113962 -2.908108 5.529554 -0.06 -0.13 0.19

18
Properties=species:S:1:pos:R:3:forces:R:3 method="wB97M-V/def2-TZVPD" e_above_lowest_kcal_mol=28.8 charge=0 homo_energy_ev=-10.612 e_lumo_ev=0.10 gap_ev=10.71 smiles=O.O.O.O.O.O
O 0.480304 -1.243193 -1.039669 0.68 0.60 -0.23
O -0.363141 -0.609420 1.607467 1.83 1.17 0.72
O 1.020363 1.429624 -1.043177 -1.40 0.31 1.00
O -1.217880 1.713422 0.477649 1.48 -2.49 2.32
O -2.168342 -1.002858 -0.576263 -0.81 0.97 0.52
O 2.572342 -0.519742 0.605475 0.71 2.25 3.58
H 0.653860 1.761055 -1.881680 0.14 -0.09 0.55
H 0.573543 -0.594613 1.224541 -1.73 -0.77 0.44
H -2.205927 -0.047622 -0.295976 0.15 -1.11 -0.33
H -0.938482 -1.141790 1.062241 0.22 -0.26 -0.68
H -0.897480 1.261962 1.398877 -1.30 1.04 -2.83
H -1.735354 2.487288 0.605374 -0.50 1.04 0.58
H 2.221899 -0.635160 -0.237551 -0.99 -0.24 -2.44
H 0.432689 -0.251212 -1.044835 -0.09 -1.14 -0.38
H -3.031403 -1.378986 -0.347434 0.23 0.18 -0.14
H 2.445467 0.448605 0.858078 0.45 -1.95 -0.93
H 0.274366 1.544607 -0.343049 1.20 0.29 -1.71
H -0.382353 -1.596797 -1.250434 -0.28 0.19 -0.03

18
Properties=species:S:1:pos:R:3:forces:R:3 method="wB97M-V/def2-TZVPD" e_above_lowest_kcal_mol=34.0 charge=0 homo_energy_ev=-10.213 e_lumo_ev=-0.16 gap_ev=10.05 smiles=O.O.O.O.O.O
O -2.139607 -0.980812 1.634497 1.17 -0.94 0.61
O 0.827020 -1.106620 -2.626693 -0.36 -0.02 0.11
O -0.216417 2.124537 -1.716908 1.94 -1.10 -0.47
O 0.189213 -0.490338 0.069387 -0.37 0.45 0.90
O 2.681884 1.061646 -0.455846 -0.12 1.09 0.92
O 0.278018 0.286689 3.334198 0.06 0.08 -0.10
H 0.573808 -2.022321 -2.722842 0.27 -0.67 -0.08
H -0.605238 -0.630598 0.616904 0.35 0.08 -0.07
H 1.840098 0.655568 -0.231590 0.02 -0.39 -0.10
H -2.524437 -1.611184 1.044254 -0.37 -0.93 -0.46
H -0.009864 -0.508598 2.869991 -0.05 0.11 0.22
H 3.115612 0.534995 -1.102866 0.18 -0.77 -0.75
H -0.257952 0.359557 4.129542 -0.03 -0.18 -0.09
H -0.177961 1.607100 -0.915841 0.54 -0.54 0.47
H -1.033919 2.528518 -1.635413 -2.52 1.53 -0.06
H 0.029872 -0.933255 -0.756521 0.22 -0.27 -0.78
H -2.627065 -0.208307 1.461013 -0.95 1.84 -0.09
H 0.056935 -0.666577 -2.995267 0.04 0.64 -0.18

18
Properties=species:S:1:pos:R:3:forces:R:3 method="wB97M-V/def2-TZVPD" e_above_lowest_kcal_mol=30.1 charge=0 homo_energy_ev=-10.739 e_lumo_ev=0.12 gap_ev=10.86 smiles=O.O.O.O.O.O
O 1.634501 2.590823 -1.803582 0.25 -0.09 -0.79
O 0.913161 2.717043 0.813538 -0.19 0.08 0.13
O -0.356079 0.119893 0.308868 0.09 0.79 0.46
O 1.824281 -0.850667 1.557738 0.73 -0.23 0.27
O -2.291199 -3.042607 0.635178 -0.36 -0.26 0.56
O -1.133379 -1.782647 -1.340962 0.10 -0.09 -0.58
H -0.773689 -0.612397 -0.144542 -0.22 -0.48 -0.13
H 1.615511 -0.656247 2.471438 -0.03 -0.11 0.21
H 0.808511 2.067363 1.508668 -0.01 -0.40 0.13
H -0.780559 0.898603 -0.051202 0.08 0.35 -0.02
H 1.599671 2.422693 -0.861912 -0.07 -0.02 0.47
H 1.169661 -0.367117 1.053868 -0.48 0.19 -0.35
H 0.823161 3.061903 -1.993422 -0.12 0.11 -0.01
H -1.794939 -2.777237 -0.139122 0.08 0.10 -0.21
H -2.508449 -3.961437 0.477708 -0.10 -0.22 0.12
H 1.124151 3.529273 1.273978 0.11 0.30 0.03
H -1.619129 -1.415247 -2.079402 -0.34 0.09 -0.22
H -0.255189 -1.941987 -1.686832 0.48 -0.11 -0.06

18
Properties=species:S:1:pos:R:3:forces:R:3 method="wB97M-V/def2-TZVPD" e_above_lowest_kcal_mol=27.0 charge=0 homo_energy_ev=-10.633 e_lumo_ev=0.03 gap_ev=10.66 smiles=O.O.O.O.O.O
O 2.314310 -0.630070 -2.098929 -0.09 0.09 -0.08
O -1.575893 1.100208 -3.996246 -0.15 -0.02 0.01
O -2.034274 -0.511742 -1.544853 -0.19 -0.01 0.09
O 0.490535 -0.411913 0.033996 -0.27 -0.04 0.00
O 0.464618 -0.708712 2.882653 0.14 -0.10 0.01
O 0.615018 2.114457 3.673251 0.06 -0.01 -0.02
H 2.962672 -1.233736 -1.729262 0.00 -0.02 0.00
H 0.135773 -1.400739 3.465464 -0.05 0.01 0.02
H -0.304178 -0.370532 -0.513617 -0.01 0.03 -0.06
H 1.682842 -0.479425 -1.376483 0.27 -0.10 0.02
H -2.697169 -0.244013 -2.192666 0.01 -0.09 -0.08
H 0.597976 1.186007 3.402344 -0.15 0.09 0.06
H 1.410961 -0.878636 2.799083 0.01 -0.02 -0.03
H -1.379055 0.821194 -3.097321 0.30 0.12 0.04
H 0.183881 -0.580597 0.934959 0.11 0.08 -0.01
H -2.547622 -0.764382 -0.770730 -0.02 0.00 0.02
H 0.458897 2.101249 4.620916 0.00 0.01 0.02
H -0.779284 0.891380 -4.492566 0.02 -0.02 -0.01